Molecular formula: C10H10N2O2
Method: DFT, ωB97M-V with the def2-TZVPD basis set

Computed properties:
LUMO level: -0.7 eV
E_HOMO: -7.086 eV
E: -646.7855 a.u.
frontier orbital gap: 6.4 eV

```
! wB97M-V def2-TZVPD RIJCOSX def2/J DEFGRID3
* xyz 0 1
C 1.012 0.437 -0.779
C 2.368 0.250 -0.864
C 3.297 1.324 -0.916
C 2.786 2.650 -0.978
C 1.371 2.807 -0.918
C 0.509 1.724 -0.773
C -1.060 -0.344 0.560
C -2.159 -0.300 1.510
C -2.925 -1.431 1.734
C -1.769 -2.822 0.160
H 0.370 -0.349 -0.747
H 2.657 -0.760 -0.644
H 4.426 1.150 -0.755
H 3.427 3.472 -1.200
H 1.071 3.846 -0.786
H -0.535 1.882 -0.744
H -0.122 -2.070 -0.515
H -2.070 0.686 1.986
H -3.563 -1.496 2.584
H -3.450 -3.255 1.174
N -1.111 -1.556 -0.254
N -2.894 -2.547 0.830
O -0.311 0.646 0.328
O -1.327 -3.944 0.006
*
```